No. 1
C12H15BCrF6N2 as an isolated structure at a distorted geometry, computed with ωB97M-V/def2-TZVPD.

The geometry in XYZ format:
```
37
Properties=species:S:1:pos:R:3:forces:R:3
Cr 0.576296 -0.380562 -0.031196 -1.2 0.9 0.3
F -1.623070 -4.632815 0.062029 0.0 0.0 -0.1
F 2.255438 -2.084741 -1.105456 0.1 0.1 -0.3
F -2.793048 -3.488506 4.460352 0.0 0.1 0.1
F -1.563054 -1.134085 4.227691 -0.1 0.0 0.0
F -0.327147 -2.249602 -0.228516 -0.4 -0.4 0.3
F 3.133367 -0.241236 -1.980911 -0.3 0.2 -0.1
N -0.412692 -0.387750 1.636253 -0.4 -0.1 0.6
N 0.939350 1.593948 0.475569 0.0 0.7 0.2
C 2.368297 1.854109 0.779909 0.2 -0.2 0.1
C -1.631578 -3.771066 1.085077 0.0 -0.1 -0.1
C -1.592236 -1.964657 3.164663 0.2 0.2 -0.2
C -0.301388 0.745464 2.526279 0.1 0.0 0.0
C -0.979253 -1.563077 1.955513 -0.4 -0.5 0.3
C -2.275494 -4.106960 2.260102 0.0 0.1 0.1
C 0.565887 2.457178 -0.677322 -0.2 0.1 -0.2
C 0.079352 1.950076 1.653965 -0.1 -0.2 0.2
C 2.944597 0.953197 1.862392 -0.1 0.1 -0.1
C -0.994960 -2.564223 0.958042 0.0 0.2 0.2
C -2.219132 -3.183970 3.291853 0.0 -0.2 -0.2
C -0.759854 2.082620 -1.332214 0.1 0.0 0.2
B 2.059911 -0.733038 -1.326119 2.4 -1.1 -1.4
H -1.051968 2.873240 -2.022636 0.0 0.0 -0.1
H 2.469931 1.112175 2.829219 0.0 0.0 0.0
H 2.484924 2.905350 1.069854 0.0 0.0 -0.1
H 0.443383 0.566714 3.308858 0.0 0.0 0.0
H 2.928519 1.686342 -0.139515 0.0 0.1 0.0
H 4.005805 1.172675 1.973192 0.0 0.0 0.0
H -1.564465 1.965177 -0.606156 0.0 0.0 0.0
H 0.538349 3.502602 -0.345947 0.1 0.0 0.0
H -1.240950 0.978133 3.035430 0.0 0.0 0.0
H 0.576451 2.719150 2.253019 0.0 0.0 -0.1
H -0.841939 2.381143 1.270601 0.0 0.0 -0.1
H -0.657806 1.151459 -1.893764 0.0 0.0 0.0
H 1.353756 2.367211 -1.424690 0.1 0.0 0.1
H 2.840102 -0.097681 1.581740 0.0 0.0 0.1
H -2.797647 -5.045098 2.365348 0.0 0.0 0.0
```
Forces are in eV/Å.

E_tot: -2244.32982 Eh
LUMO (alpha / beta): 0.488 / 0.362 eV
orbital gap (alpha / beta): 7.92 / 8.31 eV
multiplicity: 5

No. 2
C45H42BrFGeN4O3TeTi as an isolated structure at a distorted geometry, computed with ωB97M-V/def2-TZVPD.

The geometry in XYZ format:
```
99
Properties=species:S:1:pos:R:3:forces:R:3
Te -2.843158 0.521441 -3.296317 0.1 -0.2 0.2
Br -2.985778 -6.991707 -0.417168 0.0 0.0 0.0
Ge -1.878606 2.502347 -0.158825 0.0 -0.1 0.3
Ti -2.059798 -0.132367 -0.619079 -0.3 0.8 -0.7
F -3.845994 -0.077994 -0.475029 0.1 0.0 0.0
O 1.837691 -2.606205 -1.850528 0.0 0.0 0.1
O 0.745433 -0.474935 4.039550 0.0 0.0 0.0
O 2.546665 -2.182682 1.671665 0.0 0.0 0.0
N 0.121886 -0.351872 -0.782791 -0.1 -0.1 0.0
N -2.271326 -2.402454 -0.462467 -0.2 -0.3 0.1
N 0.646556 -0.111911 1.499409 0.0 0.1 0.0
N 2.323410 -0.077959 -0.035119 -0.1 0.0 -0.1
C 2.079120 3.686469 0.991129 0.0 0.0 0.0
C -2.133077 -4.506189 0.659990 0.0 0.0 0.0
C 4.479711 -1.199072 2.765508 0.0 0.0 0.0
C 3.462829 -1.193762 1.818295 0.0 0.0 0.0
C -1.271356 0.706118 -5.905972 -0.1 0.0 -0.1
C 0.840372 -3.261842 -1.090599 0.0 0.0 0.0
C -1.681765 -0.466965 4.283769 0.0 0.0 0.0
C -1.820105 -0.112640 1.475940 0.2 -0.1 0.1
C 0.986190 -0.183944 0.205618 0.0 0.0 0.1
C 1.739223 4.430140 -1.261702 0.0 0.0 0.0
C -1.044117 -1.439670 -4.872790 -0.1 0.0 0.0
C -0.008049 -1.023435 -7.004883 -0.1 0.0 0.0
C 5.326179 0.881978 1.897969 0.0 0.0 0.0
C -2.861909 -3.015718 -1.495745 0.0 0.0 0.0
C 2.556347 4.327691 -0.144000 0.0 0.0 0.0
C -1.552326 -0.143329 -4.836231 -0.1 0.0 -0.1
C -3.944413 3.892919 1.346274 0.0 0.0 0.0
C -2.770547 3.150488 1.483231 0.0 0.0 0.0
C -4.146331 4.135665 3.730632 0.0 0.0 0.0
C -2.977607 -0.199738 2.269554 0.0 0.0 0.0
C -0.035255 3.229508 -0.113030 0.0 0.0 0.0
C 1.227435 0.802912 -4.138704 0.2 0.0 0.1
C -2.309554 2.908879 2.777597 0.0 0.0 0.0
C 0.891114 -0.352889 5.443827 0.0 0.0 0.0
C -1.937089 -3.140188 0.599736 0.1 0.1 0.0
C -0.527763 -0.395799 3.529309 0.0 0.0 0.0
C 2.133068 -1.386115 -3.800966 0.1 0.0 0.1
C -0.507569 0.271414 -6.979929 -0.1 0.0 0.0
C 0.607469 0.714956 -2.906326 0.2 0.0 0.1
C 5.407370 -0.165514 2.799007 0.0 0.0 0.0
C 0.733050 -0.409985 -2.092569 -0.1 0.1 0.0
C -3.094708 -4.378843 -1.528760 0.0 0.0 0.0
C 0.458339 3.894251 -1.237581 0.0 0.0 0.0
C -0.278485 -1.876868 -5.944876 -0.1 0.0 0.0
C 1.514576 -1.480878 -2.557904 0.0 0.0 0.0
C -2.913098 -0.370252 3.637939 0.0 0.0 0.0
C -2.711782 -5.129286 -0.432743 0.0 0.0 0.0
C -2.981054 3.398463 3.888859 0.0 0.0 0.0
C 0.803694 3.136525 0.997870 0.0 0.0 0.0
C 1.998781 -0.257759 -4.587943 0.1 0.1 0.1
C 3.346590 -0.106985 0.937464 0.1 0.0 0.0
C -0.604887 -0.225653 2.135525 0.0 0.0 -0.1
C 2.529191 -3.218223 2.636652 0.0 0.0 0.0
C -4.629140 4.378956 2.453252 0.0 0.0 0.0
C 4.286966 0.911051 0.979649 0.0 0.0 0.0
H 2.728794 -2.230134 -4.123248 0.0 0.0 0.0
H 1.414660 0.014673 2.143026 0.0 0.0 0.0
H -2.597718 3.194753 4.882056 0.0 0.0 0.0
H 1.704899 -3.870367 2.359184 0.0 0.0 0.0
H -3.162354 -2.375901 -2.319370 0.0 0.0 0.0
H 2.352327 -2.816951 3.637694 0.0 0.0 0.0
H 6.053509 1.681934 1.916707 0.0 0.0 0.0
H 2.579788 0.194075 -0.972083 0.0 -0.1 0.0
H -1.847057 -5.064056 1.539552 0.0 0.0 0.0
H -3.566680 -4.830653 -2.388768 0.0 0.0 0.0
H 0.112126 -2.887443 -5.948471 0.0 0.0 0.0
H -0.101191 -3.307140 -1.642739 0.0 0.0 0.0
H 4.569079 -2.019299 3.462556 0.0 0.0 0.0
H -3.823519 -0.410133 4.222376 0.0 0.0 0.0
H 4.180542 1.735220 0.285641 0.0 0.0 0.0
H 0.488419 -1.227025 5.961377 0.0 0.0 0.0
H -2.540962 3.419248 -1.217845 0.0 -0.1 -0.1
H 1.206432 -4.273910 -0.922312 0.0 0.0 0.0
H -5.538791 4.950719 2.315865 0.0 0.0 0.0
H 3.459492 -3.790635 2.624659 0.0 0.0 0.0
H -1.419742 2.311066 2.937636 0.0 0.0 0.0
H 0.681315 -2.777003 -0.128645 0.0 0.0 0.0
H 2.483133 -0.214938 -5.554745 0.0 0.0 0.0
H -1.243009 -2.120235 -4.053287 0.0 0.0 0.0
H 0.006870 1.534037 -2.537786 0.0 0.0 0.0
H 6.200774 -0.191792 3.534298 0.0 0.0 0.0
H -4.674498 4.515667 4.596261 0.0 0.0 0.0
H 1.959141 -0.282343 5.633333 0.0 0.0 0.0
H 0.393028 0.546743 5.811842 0.0 0.0 0.0
H 0.456107 2.649070 1.901090 0.0 0.0 0.0
H -1.636522 -0.591604 5.356255 0.0 0.0 0.0
H 2.698352 3.617145 1.878109 0.0 0.0 0.0
H 3.550565 4.757876 -0.152949 0.0 0.0 0.0
H 0.586012 -1.364905 -7.842965 0.0 0.0 0.0
H -1.495687 -2.603693 1.431579 0.0 0.0 0.0
H -3.945452 -0.104998 1.795821 0.0 0.0 0.0
H -0.174843 4.003867 -2.112503 0.0 0.0 0.0
H -4.332777 4.100142 0.355169 0.0 0.0 0.0
H 2.093983 4.940633 -2.148817 0.0 0.0 0.0
H -1.655641 1.718920 -5.896103 0.0 0.0 0.0
H -0.305467 0.947325 -7.801959 0.0 0.0 0.0
H 1.099934 1.691466 -4.742127 0.0 0.0 0.0
```
Forces are in eV/Å.

E_tot: -8053.06160 Eh
LUMO (alpha / beta): -0.435 / -0.437 eV
orbital gap (alpha / beta): 6.46 / 6.46 eV

No. 3
C12H9AuF9I2O5RuS as an isolated structure at a distorted geometry, computed with ωB97M-V/def2-TZVPD.

The geometry in XYZ format:
```
40
Properties=species:S:1:pos:R:3:forces:R:3
Au 1.099305 -0.502598 -0.575717 -1.9 0.0 -1.7
I -3.660072 1.151482 0.605393 -0.2 -0.1 0.0
I 1.749419 -1.963347 -2.992233 0.0 -0.6 -1.1
Ru -1.088681 0.538289 0.587714 -3.1 -2.0 -2.1
S -0.743595 0.661264 -1.736337 1.3 0.1 0.0
F -0.676341 -4.284743 -1.391269 0.3 0.7 1.1
F -3.203653 -3.669213 -0.907113 1.0 0.6 1.8
F -1.053965 -4.212923 2.749320 0.0 2.0 -1.4
F -3.193184 -4.568480 1.113574 1.0 2.4 -1.3
F -0.791940 -5.409168 0.492617 0.3 2.3 -1.0
F 0.831582 -3.978416 0.169413 -0.9 0.3 -0.2
F -2.067415 -2.266011 2.775391 1.2 -0.5 -0.7
F 0.113910 -2.390088 2.387814 -1.1 -0.2 -0.4
F -3.754424 -2.455158 0.825055 1.3 -0.6 -0.4
O -0.904573 0.217900 3.576589 -0.3 -0.2 -4.5
O -1.143342 -1.807852 0.102851 -0.4 0.6 -0.4
O 3.598191 1.251911 -0.778483 -3.7 -2.4 1.1
O -0.361810 3.358620 1.320262 -1.2 -5.0 -1.5
O 2.733837 -2.330428 1.289544 -2.7 2.2 -2.4
C 0.861793 3.090081 -1.856144 0.4 -0.3 0.4
C -0.491750 -4.199230 -0.058356 -0.4 -2.4 0.0
C -1.382981 -3.003602 0.610627 1.4 -1.9 0.4
C 1.984004 -1.759258 0.635119 4.1 -4.3 4.2
C 0.077908 2.011918 -3.971814 -0.4 -0.4 -0.1
C -0.984385 0.216413 2.422682 0.8 0.3 7.8
C -0.291603 2.355936 -2.530162 0.1 1.1 -1.5
C -1.092921 -2.998282 2.164351 -0.8 -1.1 2.7
C -0.623981 2.263599 1.001137 1.8 7.1 2.1
C -2.926449 -3.433885 0.397865 -3.7 -2.1 -0.2
C 2.634629 0.666638 -0.549560 6.1 4.8 -1.3
C -1.579894 3.171525 -2.477345 -0.5 -0.6 0.3
H 0.933201 1.327424 -4.002390 0.1 0.2 -0.1
H 0.345115 2.931388 -4.509925 0.0 -0.2 0.2
H -2.387673 2.639401 -2.989702 0.0 0.2 0.0
H 0.999983 2.817667 -0.809265 0.1 0.2 0.0
H 0.645891 4.168985 -1.885493 0.0 -0.3 0.0
H 1.799327 2.931340 -2.401002 -0.1 -0.1 0.2
H -1.880540 3.356109 -1.440532 0.0 0.2 -0.1
H -0.766101 1.542982 -4.487568 0.1 0.1 -0.1
H -1.417552 4.137605 -2.975692 0.0 -0.3 0.1
```
Forces are in eV/Å.

E_tot: -2959.79869 Eh
LUMO (alpha / beta): -14.590 / -18.864 eV
orbital gap (alpha / beta): 7.85 / 4.86 eV
multiplicity: 8
total charge: +4

No. 4
C34H41ClCoN9O2S as an isolated structure, computed with ωB97M-V/def2-TZVPD.

The geometry in XYZ format:
```
89
Properties=species:S:1:pos:R:3:forces:R:3
Co 0.408843 0.498150 0.049549 -0.2 0.1 0.4
Cl 4.179717 2.340727 8.241776 0.0 0.0 0.0
S -0.940654 -1.018016 1.079905 0.0 0.0 -0.1
O 3.073240 5.669567 -4.160847 0.0 0.0 0.0
O -2.351009 6.692140 3.874413 0.0 0.0 0.0
N 1.640643 -1.095671 -0.278892 -0.2 0.2 0.1
N -1.073275 -3.812127 1.988889 0.1 0.1 0.0
N 0.857207 1.798848 -1.470605 0.0 -0.2 0.1
N 1.888426 3.495344 -2.914923 0.0 0.1 0.0
N 0.454339 3.764150 2.807531 0.1 0.0 0.0
N -0.767945 3.890512 2.252425 0.1 0.1 -0.2
N 0.043129 2.051152 1.439274 0.3 0.1 -0.4
N 1.320700 -2.251293 0.124067 0.1 -0.1 -0.1
N -0.017749 -3.572501 1.290509 -0.1 -0.1 0.0
C -1.568256 5.087995 2.482555 -0.1 0.0 0.0
C 0.846298 4.146170 6.994440 0.0 0.0 0.0
C 3.658644 0.013141 -1.003224 0.0 0.0 0.0
C -4.582387 5.255197 2.927030 0.0 0.0 0.0
C -0.811068 -7.399277 2.808679 0.0 0.0 0.0
C 3.333772 3.470909 -3.202695 0.0 0.0 0.0
C 2.043025 3.885141 7.645253 0.0 0.0 0.0
C 4.993721 -0.888357 -2.786311 0.0 0.0 0.0
C 1.714214 5.747342 -3.782035 0.0 0.0 0.0
C 0.274536 3.212352 6.136861 0.0 0.0 0.0
C -3.650315 4.630583 3.979473 0.0 0.0 0.0
C -0.494207 -6.163263 2.270497 0.0 0.0 0.0
C 2.131236 1.722965 6.591297 0.0 0.0 0.0
C 0.166758 -2.353675 0.834641 -0.1 0.1 -0.1
C 2.999155 -2.041689 -2.086190 0.0 0.0 0.0
C 3.827113 4.907131 -3.240019 0.0 0.0 0.0
C 2.678971 2.673361 7.436936 0.0 0.0 0.0
C -2.499320 -5.248558 3.268484 0.0 0.0 0.0
C -0.989018 2.881492 1.415182 -0.1 -0.1 0.2
C 4.771179 0.089537 -1.825717 0.0 0.0 0.0
C 2.778666 -1.055059 -1.133351 0.2 0.0 0.1
C 1.340028 2.598238 -2.153281 0.0 -0.1 -0.1
C -1.236360 4.922676 5.010703 0.0 0.0 0.0
C 1.081143 4.366695 -3.787235 0.0 0.0 0.0
C -2.801254 -6.491621 3.798475 0.0 0.0 0.0
C 0.935417 2.001962 5.949061 0.0 0.0 0.0
C 0.908569 2.646184 2.307461 0.0 -0.1 0.1
C -2.220627 5.263576 3.875114 0.0 0.0 0.0
C -4.235566 4.922937 5.367263 0.0 0.0 0.0
C -1.037711 3.462492 5.431583 0.0 0.0 0.0
C -3.686114 3.113276 3.755658 0.0 0.0 0.0
C -1.346205 -5.091622 2.508904 0.0 -0.1 0.0
C 4.108120 -1.949428 -2.912478 0.0 0.0 0.0
C -1.958398 -7.569953 3.571658 0.0 0.0 0.0
H 1.624870 6.196448 -2.784657 0.0 0.0 0.0
H -2.193940 -8.539612 3.988128 0.0 0.0 0.0
H -4.390862 5.991456 5.535945 0.0 0.0 0.0
H 3.838571 2.893540 -2.430522 0.0 0.0 0.0
H -3.156657 -4.404242 3.440586 0.0 0.0 0.0
H -1.899417 2.756067 0.852337 0.0 0.0 -0.1
H 2.482283 4.615796 8.310044 0.0 0.0 0.0
H -3.698564 -6.616420 4.389194 0.0 0.0 0.0
H 0.395552 -6.023235 1.674645 0.0 0.0 0.0
H -0.153527 -8.238942 2.627699 0.0 0.0 0.0
H -1.855357 3.152324 6.088380 0.0 0.0 0.0
H -0.272472 5.342104 4.717415 0.0 0.0 0.0
H 1.862554 2.229942 2.585643 0.0 0.0 0.0
H -3.233028 2.544286 4.562700 0.0 0.0 0.0
H -1.079621 2.793899 4.571943 0.0 0.0 0.0
H 5.479655 0.899451 -1.705497 0.0 0.0 0.0
H 0.505077 1.257648 5.287088 0.0 0.0 0.0
H 0.057363 4.392159 -3.418398 0.0 0.0 0.0
H 4.284345 -2.714125 -3.656982 0.0 0.0 0.0
H 3.762811 5.350961 -2.238408 0.0 0.0 0.0
H 3.488426 0.751224 -0.226462 0.0 0.0 0.0
H -3.612776 4.534115 6.173010 0.0 0.0 0.0
H 1.089345 3.953080 -4.798622 0.0 0.0 0.0
H -3.208989 2.820732 2.819506 0.0 0.0 0.0
H 2.303281 -2.864623 -2.171778 0.0 0.0 0.0
H -0.896372 5.931667 2.339411 0.0 0.0 0.0
H -1.722599 -3.053197 2.188394 0.0 0.0 0.0
H -1.557109 5.502057 5.880410 0.0 0.0 0.0
H 5.860069 -0.826977 -3.431045 0.0 0.0 0.0
H -5.617273 5.029975 3.187697 0.0 0.0 0.0
H 3.492373 2.988454 -4.170202 0.0 0.0 0.0
H 1.215986 6.390973 -4.504324 0.0 0.0 0.0
H -5.215471 4.451980 5.453496 0.0 0.0 0.0
H -4.729612 2.800807 3.685242 0.0 0.0 0.0
H -4.415784 4.835029 1.932283 0.0 0.0 0.0
H 2.637408 0.779145 6.442066 0.0 0.0 0.0
H 4.862825 4.937327 -3.572662 0.0 0.0 0.0
H -4.472743 6.335873 2.868048 0.0 0.0 0.0
H 0.361355 5.099022 7.165459 0.0 0.0 0.0
H -2.330352 5.125101 1.707288 0.0 0.0 0.0
H -2.770842 6.964305 4.697423 0.0 0.0 0.0
```
Forces are in eV/Å.

E_tot: -4204.41068 Eh
LUMO (alpha / beta): -3.155 / -3.396 eV
orbital gap (alpha / beta): 6.67 / 6.49 eV
multiplicity: 4
total charge: +1

No. 5
A 2-piece molecular cluster, C3H7O4 overall at a distorted geometry, computed with ωB97M-V/def2-TZVPD.

The geometry in XYZ format:
```
14
Properties=species:S:1:pos:R:3:forces:R:3
O -0.668101 -1.591081 0.498669 0.3 -0.2 -0.5
O -0.461228 -1.806241 -1.771664 0.5 -0.8 0.3
O 1.097531 -1.217602 2.445558 1.0 -0.6 0.9
O 1.398083 1.436339 -0.845270 0.3 0.4 0.0
C 0.181601 1.251286 -0.140881 -1.1 0.6 -0.4
C -0.795457 0.420528 -0.937130 -0.2 -3.2 1.7
C -0.530155 -1.211749 -0.684770 -1.3 1.8 -0.6
H -0.829931 0.427773 -2.018792 0.3 0.9 -0.2
H -0.307600 2.205727 0.150522 0.6 0.1 -0.4
H 0.412601 0.777922 0.803716 0.0 -0.5 0.1
H 0.662934 -0.386482 2.575042 -0.4 0.6 -0.1
H 1.267884 1.112383 -1.740383 -0.1 -0.1 0.1
H -1.817062 0.394855 -0.520576 0.3 0.8 -0.2
H 0.388899 -1.813657 2.185964 -0.2 0.1 -0.7
```
Forces are in eV/Å.

E_tot: -419.51458 Eh
LUMO: 3.978 eV
orbital gap: 7.93 eV
total charge: -1